A cluster of 15 separate species, C50H140N10O15 in total, computed with ωB97M-V/def2-TZVPD.

Geometry as XYZ:
```
215
Properties=species:S:1:pos:R:3:forces:R:3:mulliken_charge:R:1
H -8.560196 2.461510 5.460667 0.534 -0.580 0.255 0.30
H -1.634929 -6.159864 -3.206036 -0.306 0.167 0.028 0.19
H 0.205475 3.990694 -3.878960 0.581 -0.451 0.068 -0.17
H 6.052372 -3.206665 0.792502 0.119 -0.547 -0.203 0.45
C -1.509175 5.349166 3.015571 0.234 0.728 0.753 -0.68
C 5.698440 -0.212155 -4.690888 -0.123 -0.969 -0.928 -1.33
O -3.948366 -1.525264 3.189506 -0.186 1.289 -0.456 -0.27
H 1.990759 5.104346 5.255424 0.274 -0.492 -0.431 0.33
H 3.469888 5.802943 -3.942810 0.177 0.189 0.440 0.26
H -0.207420 2.613017 -1.322574 -0.136 -0.133 0.046 0.56
H -0.201290 5.258332 6.867536 -1.012 1.178 0.671 0.32
C -7.352009 4.105244 4.249417 1.726 1.295 -0.498 -1.50
H -4.348290 -7.493772 -3.661496 -0.001 0.169 0.012 0.27
H 3.040064 -1.726924 6.108968 -0.467 0.493 0.435 0.35
H 1.194276 -1.436015 9.722672 -0.241 0.064 0.131 0.33
H 1.932391 2.790960 5.819178 0.580 -0.326 0.522 0.23
H -1.558076 -7.196460 -1.768380 -0.141 -0.264 0.068 0.31
H 0.392165 3.865073 3.836022 0.301 -0.247 -0.257 0.30
C -2.450697 3.873040 -1.226093 1.272 0.472 1.269 -1.36
O 4.336285 1.713720 -1.751304 1.025 0.475 0.550 0.62
H 4.028147 3.408149 -0.728064 0.581 0.157 0.192 -0.24
H 2.655484 0.357452 -0.257716 0.085 -0.613 0.889 -0.59
H 6.664708 -0.699069 -4.822637 -0.033 -0.226 0.203 0.40
H 0.187244 3.732058 0.010480 0.500 -0.319 0.138 0.28
O -5.548848 -0.499669 -3.804599 -0.811 1.584 0.435 -0.47
C -2.974832 4.073672 -3.667574 0.365 1.883 -0.382 -1.42
H 4.918820 -0.972176 -4.639384 -0.047 -0.162 -0.416 -0.17
C 1.429804 3.439443 6.536800 -0.646 -0.160 -1.233 -1.42
H 5.387651 -0.847228 -1.985390 -0.255 -0.817 -0.641 -0.23
N -4.309336 2.621086 -2.209827 -1.804 -1.009 0.639 -0.20
C 2.695232 5.901192 1.148615 -1.128 1.199 -0.527 -0.28
H 2.838532 -0.795033 -5.647243 -0.287 -0.764 -0.784 0.17
H 5.639761 3.396787 -1.655511 0.212 -0.223 0.572 0.25
C 2.740383 -2.774781 6.092374 0.818 0.077 -0.883 -0.79
H 0.841207 3.969010 -1.656477 0.071 0.225 0.152 0.21
H 3.331564 6.592075 1.701649 0.303 -0.472 0.156 0.44
H 2.524782 -4.583348 10.881791 0.393 -0.168 -0.277 0.21
C 0.543284 -2.301106 9.596502 0.385 -0.991 -1.667 -1.14
N -1.184606 -2.701351 5.294551 -0.961 -1.255 0.847 -0.64
C 5.717729 0.533611 -3.419664 0.871 0.685 0.477 0.65
H 2.657470 3.601999 -4.956542 0.551 -0.487 1.331 0.03
H 6.400347 1.349048 -3.658833 0.745 0.128 0.817 0.40
H -0.212228 -3.572680 0.880256 0.199 -0.202 0.553 0.16
H 3.227284 -3.709556 -1.988986 -0.545 0.561 0.435 0.48
H 0.901743 -0.138794 -3.095830 0.564 -0.249 0.281 -0.09
O 3.728585 0.500196 3.417808 -2.953 0.158 0.147 -0.46
C 2.249399 4.575135 -4.683445 -1.749 1.019 -1.786 -0.07
H -4.056424 1.996890 -7.165703 0.642 0.475 -0.040 0.40
H -9.780226 3.047780 4.788422 -0.699 -0.027 -0.330 0.29
H 1.095103 7.471629 0.899765 0.567 0.250 0.516 0.32
H -3.642139 3.836138 -4.496049 -0.116 -0.089 0.274 0.37
H -2.401957 -2.930863 2.921441 -0.168 -0.256 -0.347 -0.10
H 2.565934 0.816766 -5.280603 -0.412 0.090 1.156 -0.45
H -0.715928 -0.281706 4.756885 -0.128 0.599 0.053 0.37
C 5.237822 -3.782021 -3.652398 -0.121 0.162 0.263 -0.93
N -9.027138 2.412411 4.566432 -1.071 -0.114 0.851 -0.73
H -4.831424 2.451925 -3.057705 0.032 -0.206 -0.406 -0.08
H -0.187531 -5.681994 2.460890 -0.130 0.203 0.377 0.36
C 0.733786 4.497336 -4.686609 -1.108 0.242 -0.655 -1.08
H 3.587212 1.839475 -7.152764 -0.569 0.561 0.336 0.22
H 3.244379 5.307174 0.418084 0.163 -0.089 0.330 -0.14
N -3.802450 -8.117693 -3.084525 -0.220 -0.324 0.678 -0.70
H 6.173397 0.359548 -1.554961 0.707 0.268 0.521 0.52
H 4.655530 2.658080 1.479848 -0.397 -0.104 0.039 0.03
H 1.360225 -1.612073 -0.445296 0.698 -0.556 -0.133 0.04
H -2.131619 4.472683 3.195727 0.113 -0.259 -0.017 0.34
C 4.984224 -3.216018 1.009444 0.999 -2.043 -0.218 -1.88
H 2.275123 7.156740 -1.501385 0.061 -0.002 -0.081 0.33
C -3.071589 -2.516991 3.675372 -0.122 0.965 1.229 -0.26
C -3.050750 3.170022 -2.483911 2.679 0.593 0.511 1.57
C -0.013004 3.652395 -1.057992 -0.420 -0.167 0.155 -0.84
H 0.542718 2.870025 6.814172 -0.394 0.185 0.004 0.33
H 6.132566 1.772450 1.450273 0.019 -0.302 -0.116 0.34
H -2.878571 -8.895254 -5.495060 0.109 0.072 -0.547 0.35
O -6.788177 2.510783 1.607934 2.006 -0.271 0.183 -0.36
H 1.006417 6.215696 -0.210152 0.008 -0.489 0.044 -0.36
H 2.211568 -2.942969 5.154195 0.253 -0.125 -0.096 0.12
H -2.023000 -9.194988 -3.400196 -0.076 0.011 0.156 0.35
C 4.448312 1.191203 -3.047625 -2.479 -0.351 -0.397 -0.39
C 0.539405 -0.030336 0.205707 0.809 1.120 -0.475 -0.23
C -1.471680 -7.178734 -2.854804 0.113 -1.221 -1.230 -0.53
N 0.011074 -1.527463 -5.869116 0.036 0.516 -2.118 -0.75
H 0.796941 -6.335569 -1.790543 -0.164 0.124 -0.166 0.13
H -3.143896 5.076858 -3.276243 -0.642 0.375 -0.432 0.52
H 0.190120 5.440331 -4.743921 0.704 0.717 0.452 0.42
C 4.188827 -3.646073 -1.479566 1.231 0.431 -0.412 -1.03
C -3.676987 1.260118 -6.457680 -0.157 0.590 -0.078 -1.47
C 0.718380 -0.957224 -3.791994 0.709 0.590 1.752 -1.10
H 0.026982 -1.228372 -6.833689 -0.667 -0.027 -0.721 0.34
H -3.011184 1.654823 -5.690195 0.586 0.393 -0.670 0.21
H 2.517761 5.127788 -5.583800 -0.136 0.218 -0.371 0.43
H -3.875798 -1.560476 1.117330 -0.134 0.435 -0.211 0.23
N -5.608320 2.071454 -5.189396 0.459 -1.493 -0.560 -0.63
C 1.425116 -3.597630 9.439339 -0.563 1.936 0.842 0.33
H -4.418877 -0.304947 -2.135311 0.315 -0.098 0.203 0.22
C 5.221789 1.908992 2.033310 -0.386 0.418 -0.616 -1.21
H 4.116138 3.580768 -2.456437 -0.113 0.404 -0.054 0.16
C 0.644901 -0.428853 -5.176084 0.932 -0.349 0.462 0.60
H -6.678421 4.566714 3.527318 -0.123 0.102 -0.478 0.36
C -2.443482 -8.205633 -3.580399 0.568 2.039 -0.303 0.38
H -1.423187 -7.842710 -5.440544 -0.060 -0.114 -0.335 0.35
H -0.187435 -1.420747 -3.401153 -0.242 0.133 -0.547 0.48
O 1.919154 -3.226762 7.102086 0.041 0.150 1.703 -0.19
C 4.195255 -2.758650 -0.180334 -0.741 0.377 -0.316 1.85
H -5.454015 0.294191 -6.460354 -0.757 -0.447 0.627 0.39
H 0.684254 -2.277326 -5.937341 0.193 -0.537 0.531 0.29
C -7.348102 2.010664 2.842822 -1.116 -0.049 -0.890 -0.69
H -0.915564 5.276579 2.104285 -0.539 -0.042 -0.452 0.13
H 3.703748 -3.283367 6.129390 0.122 -0.519 -0.389 0.40
H 0.688620 -4.355108 9.171206 0.507 -0.554 -0.489 0.29
C 1.701518 0.880579 -0.191536 1.330 0.775 0.265 0.31
C 4.527549 0.551951 2.282391 3.893 0.703 1.126 0.27
C 3.074065 1.021122 -7.657823 -0.220 -0.710 -0.308 -0.77
H -5.179952 1.143425 1.818103 -0.011 0.064 0.340 0.19
H 1.333587 -3.830844 11.553293 -0.668 0.451 -0.427 0.24
H -0.018212 0.434944 -5.129027 0.062 0.143 -0.639 0.29
H -4.949364 3.158403 -1.642592 0.358 0.467 0.250 0.31
H -5.888030 -1.100011 -1.752309 -0.736 0.008 -0.722 0.29
H 1.751873 -7.367668 -2.940689 0.441 0.592 0.317 0.31
H -3.745765 -3.241331 4.132451 0.594 -0.690 0.143 0.42
H -1.701072 -0.041078 3.288335 -0.445 0.014 0.227 0.41
H 1.820499 1.254944 -1.208296 -1.459 -0.029 -0.462 -0.35
H -3.061189 4.661214 -0.785441 -0.442 0.488 -0.919 0.61
H -6.610016 3.651048 4.906107 -0.405 0.031 0.789 0.36
H 0.357546 6.409622 5.795808 -0.840 0.773 0.625 0.37
O -0.612444 5.633351 4.059586 1.663 -0.875 2.135 -0.42
H -0.012557 -2.256557 8.659932 -0.032 0.608 -0.113 0.11
H -0.648352 -3.190082 4.591923 -0.172 0.028 -0.240 0.11
H 1.897545 1.775471 0.399084 -0.227 -0.049 0.524 0.63
C 0.006974 4.457454 4.665967 -0.399 -1.029 -2.022 -0.43
O 1.856685 0.561381 -7.082021 0.793 -1.114 0.616 -0.37
C 2.588516 -3.339719 8.372238 -2.382 -0.247 0.874 -0.75
H 4.588540 -1.755318 -0.343866 -0.445 0.188 -1.002 -0.92
H -0.414528 0.494268 0.151761 -0.162 -0.062 -0.350 0.39
H 3.851436 0.257079 -7.663566 -0.099 -0.540 -0.151 0.33
C 0.854729 -7.282350 -2.327547 1.007 -1.021 -0.721 -0.60
H 5.443368 -4.850491 -3.587593 0.267 -0.179 0.616 0.34
C 1.744816 6.797975 0.341056 -0.216 -0.359 -1.160 0.24
C -2.160926 -1.779899 4.706393 1.127 -0.463 -1.633 0.26
O 1.541504 -5.683866 1.429952 1.675 0.003 -0.520 -0.43
C -4.898855 0.840052 -5.697506 0.444 0.267 0.525 0.47
H -3.996957 -0.930181 -4.905553 1.029 0.217 -0.244 0.64
H 1.897508 -6.510467 1.764006 0.220 0.040 0.034 0.25
C -1.280266 -0.780937 3.969235 0.623 1.128 0.037 -1.31
H 5.365631 -0.005194 2.701083 0.743 -0.785 -1.191 0.36
H -0.786857 3.830144 5.071463 -0.290 0.045 0.452 0.41
H -6.649035 1.511204 3.513603 0.470 0.030 -0.131 0.27
C -2.453844 -7.968651 -5.108908 0.783 -0.869 0.542 -1.38
H -0.450242 -1.243544 3.435241 -0.299 -0.602 -0.337 0.24
H 4.327238 -3.746491 -4.250469 -0.321 0.420 -0.034 0.31
H 1.477672 -1.737075 -3.733612 0.342 0.072 0.302 0.14
C -5.820633 1.544069 1.032538 -0.908 0.313 1.405 -0.53
H -3.234299 0.473776 -7.069068 0.131 -0.147 0.418 0.43
H 0.583748 -0.405216 1.228244 0.407 0.220 0.356 -0.18
N 2.801427 -2.670774 0.195592 -1.014 1.085 0.166 0.12
H -0.223441 -2.380583 10.367174 0.376 -0.128 0.289 0.42
H -6.373150 0.688110 0.645039 -0.066 0.044 -0.367 0.30
H -5.689530 2.683395 -5.988801 -0.084 0.348 -0.086 0.24
C 2.068166 -0.030977 -5.751423 -1.355 2.034 -0.391 0.34
H 0.385169 4.118491 -5.647368 0.214 -0.870 -0.007 0.51
N 1.971934 -3.744810 10.775345 1.514 -0.995 0.382 -0.68
H 4.153819 1.875315 -3.843475 -0.049 0.732 0.101 0.04
C -4.406811 0.002512 -4.517992 -2.075 -1.370 -0.997 -0.53
C 4.593635 3.094739 -1.605622 -0.949 0.111 -0.955 -0.44
H 5.556806 2.405531 2.943981 -0.159 -0.248 0.324 0.51
H 4.565870 -4.216379 1.120693 0.778 -0.566 0.591 0.40
H 4.167326 0.917850 4.162573 0.200 0.066 -0.242 0.28
H -2.396854 3.257812 -0.327931 -0.007 -1.061 -0.286 0.43
H 2.355997 -3.563969 0.350154 0.189 -0.416 0.065 -0.16
H -0.286905 -4.662810 -0.446150 0.409 -0.202 -0.109 0.21
C -4.561922 -1.772895 1.937222 0.482 -1.397 0.651 -0.79
H -7.914581 4.945422 4.656496 -0.006 -0.265 0.531 0.36
C -5.154638 -0.993071 -2.551553 1.218 -0.196 -0.071 -0.69
H -2.782376 -1.255462 5.432248 0.091 -0.331 0.219 0.42
H -1.579351 -4.668923 0.631290 -0.067 -0.056 0.495 0.47
O -0.135039 -7.554078 -3.275107 -1.535 0.509 0.325 -0.35
C -8.193700 3.076925 3.622711 1.367 -0.807 -2.596 0.47
H 4.225278 0.080513 1.347256 -0.973 0.065 0.516 -0.20
H 2.831851 1.271802 -8.690575 0.162 0.220 0.114 0.32
H -8.065394 1.290939 2.448379 -0.242 -0.529 0.765 0.29
H -4.695263 -1.951876 -2.791904 0.276 -0.370 0.749 0.35
H -3.055262 -7.142656 -5.488551 -0.033 0.194 0.480 0.34
H -5.538830 -1.294507 1.867309 0.352 0.344 0.034 0.22
H -6.548209 1.753414 -5.000811 -0.304 0.161 0.362 0.24
N 6.169190 -0.301221 -2.318809 0.579 0.646 0.538 -0.64
C -0.491962 -4.594077 0.622186 0.266 -1.309 -0.437 -0.91
O 5.116435 -3.091869 -2.408673 0.274 -0.409 -0.335 -0.19
H 2.756613 -2.171760 1.072562 -0.213 0.010 0.341 0.24
H -1.966412 4.185898 -4.065813 0.112 -0.438 -0.007 -0.09
O 2.483923 7.545382 -0.648755 -0.130 0.035 0.479 -0.60
C 0.172802 -5.779948 1.436848 -2.656 1.689 0.310 -0.43
H 6.055659 -3.320719 -4.205970 -0.117 0.093 0.119 0.27
H 4.443584 -4.694955 -1.327732 0.311 -0.212 0.652 0.35
H 3.365762 -4.103093 8.336873 -0.129 -0.405 -0.002 0.39
H -3.696666 0.559361 -3.906678 -0.122 0.029 0.202 -0.11
N 0.607662 5.756075 6.524104 0.225 -0.055 0.874 -0.80
H -4.241845 -9.022527 -3.175656 -0.145 -0.070 0.144 0.29
H 0.958820 -8.122775 -1.641286 -0.305 0.043 0.590 0.29
H -0.501214 -2.319329 5.932621 -0.271 0.419 0.107 0.25
H -8.729743 3.500593 2.773443 -0.719 0.258 0.342 0.35
H -2.138006 6.233418 3.119395 -0.320 -0.102 -1.104 0.34
H 3.610285 0.496636 -2.989404 0.062 -0.832 -0.621 0.03
H 2.080678 5.288108 1.807814 0.309 -0.166 0.192 0.05
H -4.739068 -2.847799 1.901140 -0.303 -0.291 -0.321 0.49
H 3.069261 -2.429694 8.731179 0.027 0.403 -0.402 0.37
O 0.598876 -1.082073 -0.692403 -1.525 -0.836 -0.661 -0.06
O 2.687740 5.359980 -3.605719 0.780 -0.548 0.567 -0.36
H 1.947970 3.628789 7.476882 0.415 0.235 -0.461 0.40
H -2.336907 2.384929 -2.733241 0.023 -0.731 0.315 -0.29
H 5.615820 0.418219 -5.576270 -0.534 0.119 0.035 0.41
O -1.107837 4.500830 -1.307175 -1.859 -0.274 -1.303 -0.48
H 4.947377 -2.766799 2.001897 -0.864 0.812 -0.378 0.31
C 1.090404 4.688010 5.707229 0.659 0.400 -0.155 0.28
H -5.117708 1.945419 0.302530 -0.695 0.505 -0.182 0.22
H -0.211553 -6.763445 1.166450 0.086 -0.028 -0.782 0.36
```
Positions in Å, forces in eV/Å.

E_tot = -99720.4044 eV
HOMO = -8.844 eV
total charge = 0
ΔE to the lowest compared entry with this formula, charge and spin = 730.94 kJ/mol

***

The molecule ClFH2NP, computed with ωB97M-V/def2-TZVPD.

Geometry as XYZ:
```
6
Properties=species:S:1:pos:R:3:forces:R:3:mulliken_charge:R:1
N -0.876407 0.316777 0.089155 4.390 -0.385 0.056 -0.54
H -1.579920 -0.324184 0.144241 -2.186 -2.497 0.268 0.23
P 0.698952 -0.515629 -0.543698 -2.195 0.252 1.102 0.49
Cl 1.968178 0.957927 -0.058621 0.319 0.552 0.081 -0.16
F 1.091942 -1.563895 0.669628 -0.967 1.225 -0.840 -0.25
H -1.302744 1.129002 -0.300707 0.639 0.854 -0.668 0.23
```
Positions in Å, forces in eV/Å.

E_tot = -26052.4851 eV
SMILES = NP(F)Cl
HOMO = -9.576 eV
total charge = 0
ΔE to the lowest compared entry with this formula, charge and spin = 65.92 kJ/mol